Here is a single C16H12FNO6S molecule at a distorted geometry from the OMol25 dataset. Energies are from wB97M-V/def2-TZVPD.

The geometry in ORCA input format:
```
! RIJCOSX wB97M-V def2-TZVPD def2/J DEFGRID3
* xyz 0 1
C 3.92 1.74 3.61
O -0.13 -3.77 -4.35
C 1.17 1.27 3.34
C 0.14 0.12 1.02
N -1.43 -0.59 -3.08
S -2.55 -1.03 -1.85
C 3.05 2.04 4.65
O -2.65 -2.50 -1.80
H 0.98 -3.57 -2.36
C -1.84 -0.48 -0.28
C -2.65 -0.10 0.76
H -1.39 1.38 -2.56
H 0.97 2.24 5.26
H 3.50 2.49 5.53
H -3.75 -0.15 0.61
O 0.51 -2.71 -2.48
O -3.86 -0.40 -2.09
C 2.08 0.86 2.34
H 4.15 0.92 1.64
H 0.16 -0.80 -0.95
F 5.24 1.99 3.74
H -2.04 -2.05 -4.51
H -0.64 1.09 -4.08
H -2.39 1.09 -4.00
C 1.66 1.88 4.50
C 1.56 0.28 1.12
C 3.45 1.15 2.47
H -0.60 -1.15 -4.94
O 2.24 0.11 0.10
O -0.21 1.09 3.21
C -0.19 -2.80 -3.64
C -1.10 -1.63 -4.09
C -0.44 -0.43 -0.13
C -1.48 0.80 -3.47
H -2.71 0.66 2.78
C -2.09 0.40 1.93
C -0.68 0.56 2.04
*
```

As for the HOMO energy: -9.2956 eV. The SMILES is CN(CC(=O)O)S(=O)(=O)c1ccc2oc3ccc(F)cc3c(=O)c2c1. For the HOMO-LUMO gap, the calculation gives 8.4 eV.

Here is a single C4H8N2 molecule at a distorted geometry from the OMol25 dataset. Energies are from wB97M-V/def2-TZVPD.

The geometry in ORCA input format:
```
! RIJCOSX wB97M-V def2-TZVPD def2/J DEFGRID3
* xyz 0 1
C 0.65 -1.04 -0.80
H -0.52 1.79 -0.82
H -1.98 -1.72 0.59
H 1.90 1.62 0.43
H 1.81 -0.79 0.75
C -0.76 -0.08 0.03
H -2.68 -0.22 0.95
N 1.35 1.03 -0.15
H -0.47 1.92 0.99
C -0.15 1.27 0.07
C -1.79 -0.66 0.53
N 1.75 -0.38 -0.24
H 0.28 -1.96 -0.49
H 0.61 -0.79 -1.83
*
```

As for the HOMO energy: -8.2432 eV. The SMILES is C=C1CNNC1. For the HOMO-LUMO gap, the calculation gives 9.3 eV.

Here is a single C4H6S2 molecule at a distorted geometry from the OMol25 dataset. Energies are from wB97M-V/def2-TZVPD.

The geometry in ORCA input format:
```
! RIJCOSX wB97M-V def2-TZVPD def2/J DEFGRID3
* xyz 0 1
C -2.20 0.12 -0.30
S 2.59 -0.83 -0.20
C 0.14 -0.27 0.69
C 1.44 0.34 0.16
H -2.54 0.65 0.63
H -0.72 -0.64 -1.43
H -2.85 -0.16 -1.08
S 1.51 1.88 -0.14
C -0.94 -0.35 -0.39
H -0.25 0.39 1.51
H 0.32 -1.18 1.30
H 3.50 0.04 -0.75
*
```

As for the HOMO energy: -8.6928 eV. The SMILES is C=CCC(=S)S. For the HOMO-LUMO gap, the calculation gives 8.6 eV.

Here is a gas-phase ion, C3H5OS (charge -1) at a distorted geometry from the OMol25 dataset. Energies are from wB97M-V/def2-TZVPD.

The geometry in ORCA input format:
```
! RIJCOSX wB97M-V def2-TZVPD def2/J DEFGRID3
* xyz -1 1
H -0.93 0.41 -1.81
H 0.52 2.01 -0.77
H 0.45 -1.63 -0.16
H -1.53 0.48 -0.25
H 1.51 0.61 -0.78
C 0.59 1.00 -0.35
S 0.78 0.98 1.47
C -0.62 0.19 -0.77
C -0.44 -1.28 -0.72
O -1.21 -2.10 -1.18
*
```

As for the HOMO energy: -2.5447 eV. The SMILES is O=CCC[S-]. For the HOMO-LUMO gap, the calculation gives 6.6 eV.

Here is 3 unconnected molecules or ions with the total composition C2H12NO2S at a distorted geometry from the OMol25 dataset. Energies are from wB97M-V/def2-TZVPD.

The geometry in ORCA input format:
```
! RIJCOSX wB97M-V def2-TZVPD def2/J DEFGRID3
* xyz 1 1
O 1.85 -1.31 -2.69
H -3.17 -1.47 1.48
O -2.56 -1.79 0.80
H -0.51 1.60 -1.21
H -2.56 -2.74 0.94
C -0.42 1.41 0.95
H -0.68 -0.77 -1.66
H -2.01 1.04 -0.49
H 0.49 -0.55 -0.60
H 1.73 -1.11 -3.63
S 1.27 0.92 1.36
C -0.93 0.99 -0.41
H -0.44 2.51 0.97
H -0.95 -1.10 -0.04
H -1.10 1.10 1.74
N -0.53 -0.43 -0.70
H 2.78 -1.30 -2.47
H 1.63 2.04 1.99
*
```

As for the HOMO energy: -13.0868 eV. For the HOMO-LUMO gap, the calculation gives 10.1 eV.

Here is 2 unconnected molecules or ions with the total composition C2H4N4 at a distorted geometry from the OMol25 dataset. Energies are from wB97M-V/def2-TZVPD.

The geometry in ORCA input format:
```
! RIJCOSX wB97M-V def2-TZVPD def2/J DEFGRID3
* xyz 0 1
N 0.43 0.21 0.00
H -1.81 0.47 -0.58
H -1.56 -0.04 1.09
H 0.50 2.23 0.52
N 2.95 -0.30 -0.42
C 0.79 1.21 0.49
H -2.15 -1.25 -0.13
N -0.14 -0.84 -0.33
C -1.52 -0.40 0.05
N 2.51 -1.28 -0.68
*
```

As for the HOMO energy: -8.6507 eV. For the HOMO-LUMO gap, the calculation gives 9.3 eV.

Here is a molecular structure, C5H10Br2N3O3 at a distorted geometry from the OMol25 dataset. Energies are from wB97M-V/def2-TZVPD.

The geometry in ORCA input format:
```
! RIJCOSX wB97M-V def2-TZVPD def2/J DEFGRID3
* xyz 1 1
H -1.94 -1.47 -1.58
H -2.26 1.39 1.09
N 0.29 -0.31 -0.32
H 0.63 -1.35 -0.38
Br 3.93 1.14 -0.70
C -1.93 -1.43 -0.58
H -0.68 0.81 1.51
C -1.34 0.82 -1.56
H -0.93 1.69 -1.06
O 1.03 1.75 -0.12
H -3.00 -1.38 -0.30
N 2.99 0.09 1.71
H -2.08 -0.20 1.73
C 2.78 -0.09 0.22
C -1.25 -0.11 -0.33
Br 2.94 -1.99 -0.30
H -1.53 -2.25 -0.07
O 2.46 -0.76 2.34
N 1.09 0.59 -0.12
H -0.80 0.48 -2.43
C -1.59 0.47 1.04
O 3.59 1.04 2.00
H -2.39 1.05 -1.81
*
```

As for the HOMO energy: -14.6560 eV. For the HOMO-LUMO gap, the calculation gives 9.6 eV.

Here is a gas-phase ion, C6H15N2 (charge +2) at a distorted geometry from the OMol25 dataset. Energies are from wB97M-V/def2-TZVPD.

The geometry in ORCA input format:
```
! RIJCOSX wB97M-V def2-TZVPD def2/J DEFGRID3
* xyz 2 2
H 0.85 -2.15 -0.53
H -0.06 1.66 -0.01
N -1.36 -1.26 0.96
H 2.63 1.71 0.93
H -1.08 -0.39 1.42
C 1.23 -0.12 -0.21
H 1.78 3.85 -0.13
C 0.88 1.15 0.21
H -2.31 -1.51 1.22
H 0.55 -1.26 -1.91
H -0.70 -1.95 1.34
H -1.82 -2.31 -2.30
C 1.54 3.41 0.84
H -1.51 -0.20 -0.86
C 0.42 -1.18 -0.81
H -1.78 -3.29 -0.93
C -1.95 -2.25 -1.21
H 0.54 3.76 1.10
H -2.96 -1.90 -1.08
C -1.10 -1.16 -0.57
N 1.64 1.93 1.02
H 2.26 3.83 1.54
H 2.28 -0.36 -0.02
*
```

As for the HOMO energy (alpha / beta): -18.4787 / -20.0701 eV. For the HOMO-LUMO gap (alpha / beta), the calculation gives 10.9 / 9.0 eV.

For reference, total energy by record: -44113.7678 -7253.9700 -25914.1238 -16075.3528 -18682.9966 -8095.8345 -156029.5724 -9426.8847 eV.